# 1
DFT (wB97M-V/def2-TZVPD) results for H24O12 as an isolated structure.

CARTESIAN COORDINATES (ANGSTROEM)
H: 0.6084 0.2262 0.4879
H: 0.3142 1.1867 -0.6526
H: -2.2324 4.3904 0.3588
H: -2.1013 5.9046 0.3667
H: -1.2884 -0.9530 -1.5804
H: -1.2790 0.5135 -1.9798
H: 0.8713 3.0839 1.1162
H: 1.1028 1.6261 1.4785
H: 2.3858 0.0083 2.4319
H: 2.5276 0.3424 0.9560
H: -3.4454 -0.4850 2.7573
H: -3.4006 1.0284 2.8899
H: -3.5811 -3.5384 0.2103
H: -3.3534 -2.2073 0.9078
H: 2.8548 -1.6730 -0.3901
H: 4.1525 -1.2842 -1.0793
H: -0.0439 -4.2519 -2.3212
H: 0.8465 -3.4184 -1.4142
H: 3.1280 -2.1660 1.8893
H: 3.5882 -3.5748 2.2266
H: 3.4991 3.0404 -2.8836
H: 2.9508 4.2169 -2.0928
H: -2.7725 -1.1850 -2.2574
H: -4.2911 -1.1736 -2.3204
O: -0.1194 0.6063 -0.0169
O: -2.4782 5.1771 -0.1409
O: -0.8821 -0.1075 -1.3586
O: 0.4054 2.2853 1.3888
O: 2.7070 0.6939 1.8353
O: -3.8589 0.3196 2.4246
O: -4.0534 -2.7954 0.6026
O: 3.7737 -1.4462 -0.2079
O: -0.0775 -3.6375 -1.5793
O: 3.7677 -2.8389 1.6305
O: 3.3315 3.3383 -1.9824
O: -3.5567 -1.2520 -1.7011

Its HOMO energy is -7.314 eV. The total charge is 0.

***

# 2
DFT (wB97M-V/def2-TZVPD) results for a 12-piece molecular cluster, H24O12 overall.

CARTESIAN COORDINATES (ANGSTROEM)
O: -2.3643 -2.2540 -2.8133
H: -3.0043 -1.8360 -2.2188
H: -2.5237 -1.8155 -3.6579
O: 2.7782 1.6845 0.6010
H: 2.5162 0.7385 0.7092
H: 3.5683 1.6629 0.0516
O: 0.9133 2.0300 2.9030
H: 1.4351 2.5664 3.5092
H: 1.4559 1.9809 2.1025
O: 0.9014 3.7807 -0.1050
H: 1.3574 2.9867 0.2219
H: 0.6069 4.2401 0.6887
O: -0.3804 0.3935 -0.6717
H: -0.8317 -0.4508 -0.5176
H: 0.3107 0.4228 0.0017
O: -0.9352 -2.3173 -0.3654
H: -1.0440 -3.1991 0.0157
H: -1.5467 -2.2958 -1.1333
O: 1.8519 -3.0538 -0.4945
H: 0.9144 -2.7757 -0.6253
H: 1.7999 -3.9780 -0.2248
O: -1.9085 -1.2160 2.7990
H: -2.7688 -1.6530 2.8246
H: -1.4379 -1.6476 2.0774
O: -2.4006 1.3362 -2.5178
H: -1.9305 1.9562 -3.0846
H: -1.7167 0.9857 -1.9253
O: 1.6652 0.6008 -2.9616
H: 2.5717 0.5271 -2.6480
H: 1.1138 0.4479 -2.1779
O: 1.7372 -0.7816 1.1761
H: 1.8450 -1.6470 0.7181
H: 2.0172 -0.9280 2.0898
O: -2.4670 1.4369 1.9652
H: -2.2824 0.6032 2.4352
H: -1.8169 1.4681 1.2530

As for the SMILES: O.O.O.O.O.O.O.O.O.O.O.O. Its HOMO energy is -10.155 eV. The total charge is 0.

***

# 3
DFT (wB97M-V/def2-TZVPD) results for a 12-piece molecular cluster, H24O12 overall.

CARTESIAN COORDINATES (ANGSTROEM)
O: 1.7504 3.2434 -2.7825
H: 1.1594 3.4464 -2.0425
H: 2.2704 4.0644 -2.8895
O: 2.2324 -1.7706 -2.0795
H: 2.7244 -1.2656 -2.6925
H: 1.5174 -1.1906 -1.8955
O: 2.3974 0.6604 1.0855
H: 1.6104 0.3954 0.6685
H: 2.7444 1.1854 0.3795
O: 0.6154 0.3854 -3.2475
H: 0.1044 0.2954 -2.4425
H: 1.1794 1.1744 -3.1115
O: -1.6376 -2.4446 0.9335
H: -1.7496 -2.3266 1.9215
H: -1.7996 -3.3286 0.6485
O: -0.2416 0.7904 2.3425
H: -0.8206 1.5434 2.4155
H: 0.6374 1.1534 2.4385
O: -1.2656 -1.4336 3.5195
H: -0.5836 -1.5256 4.1985
H: -1.0506 -0.6006 3.0585
O: -0.2916 2.9774 -0.6805
H: -1.2596 2.9144 -0.6875
H: -0.1126 3.3404 0.2045
O: -1.4236 -1.9766 -1.7985
H: -1.3576 -2.1636 -0.8435
H: -0.8966 -2.6226 -2.2375
O: -0.0066 0.2844 -0.4945
H: 0.0884 1.2514 -0.4705
H: -0.3966 -0.0516 0.2855
O: -3.0926 0.5854 1.1075
H: -2.7746 0.3284 1.9595
H: -3.4466 -0.2286 0.7675
O: 1.1904 -2.1946 1.1505
H: 1.6674 -2.7576 0.5455
H: 0.3194 -2.1396 0.7645

As for the SMILES: O.O.O.O.O.O.O.O.O.O.O.O. Its HOMO energy is -10.352 eV. The total charge is 0.

***

# 4
DFT (wB97M-V/def2-TZVPD) results for a 12-piece molecular cluster, H25O12 overall.

CARTESIAN COORDINATES (ANGSTROEM)
O: 2.9383 -0.6209 2.9977
H: 2.7526 -1.5727 -1.0697
H: -1.5479 1.3947 -2.7568
O: 0.8754 0.9106 2.9996
H: 1.6005 0.3329 2.9662
H: -1.0575 0.4781 1.9382
O: -2.4360 -0.9592 0.1272
H: 1.4696 2.3210 1.2259
O: -2.6721 -2.9539 -1.0540
H: -2.3787 -1.2822 -1.0090
H: -2.6602 -3.4081 -0.1473
O: -0.4737 -1.3979 -1.8389
H: -0.4786 -1.3752 -2.7253
H: 0.4458 -1.2620 -1.4492
O: 2.1429 -1.9356 -0.3947
H: -0.1347 -4.2823 1.2828
H: 2.4543 -1.5806 0.3533
O: -0.8432 0.5398 1.0505
H: -2.1048 0.0426 0.2640
H: 3.4096 -0.4967 2.1816
O: -1.9821 0.7334 -2.2276
H: -2.7056 0.1752 -2.7498
H: 1.3808 1.7382 3.3821
O: 1.7516 3.3383 1.2190
H: -1.4890 -1.4449 0.2761
H: 2.7199 3.2626 1.2362
O: -1.6962 2.5922 -0.5089
H: -1.0336 3.2151 -0.7533
H: -2.4266 2.7211 -1.0767
O: -0.5166 -3.6824 0.7131
H: -2.0341 -3.3333 -1.5752
H: 3.4752 -1.1152 3.6033
O: 0.9979 3.4217 -2.2795
H: -0.5499 1.3963 0.6376
H: 1.5786 4.0031 -1.8039
H: 0.0286 -3.3002 0.1179
H: 1.1991 3.3865 -3.1527

Its HOMO energy (alpha / beta) is -2.699 / -10.605 eV. As for the expectation value of S²: 0.7507. The spin multiplicity is 2. The total charge is 0.

***

# 5
DFT (wB97M-V/def2-TZVPD) results for a 12-piece molecular cluster, H25O12 overall.

CARTESIAN COORDINATES (ANGSTROEM)
O: 0.2102 0.8344 -2.1639
H: -0.4620 0.5223 0.7211
H: 0.3480 4.9869 -0.1056
O: 0.8044 -1.8625 -1.7546
H: 1.0720 -1.0453 -2.1854
H: 1.4822 -2.5312 -1.8888
O: 3.4093 2.0626 2.2413
H: -1.0383 3.0037 0.2850
O: 2.9463 0.5066 -0.5694
H: 2.5641 2.1335 2.6905
H: 3.5226 -0.1461 -1.0019
O: -2.0369 -3.1629 -1.5552
H: -2.0768 -4.1166 -1.5884
H: -1.1365 -2.8249 -1.4796
O: -1.8010 -0.6114 -1.4670
H: 1.6238 -1.9209 4.0046
H: -1.3857 -0.3894 -0.2200
O: 0.4938 4.2619 -0.7233
H: 1.2441 4.5714 -1.2440
H: 1.1471 0.8367 -1.9717
O: -4.2654 0.3317 0.2006
H: -0.2364 1.6426 -1.8668
H: -4.9485 0.5992 -0.4101
O: -1.0111 2.2484 -0.2658
H: 3.4655 1.1516 1.9644
H: -1.8521 2.3023 -0.7412
O: -1.0017 -0.2843 0.7963
H: -0.5698 -1.0564 1.2260
H: -2.4437 -1.3414 -1.5710
O: 1.2232 -1.0618 3.8409
H: 3.7276 0.8970 -0.1402
H: -1.1837 -0.8033 -2.1857
O: 0.2023 -2.4632 1.4841
H: -3.9634 -0.5583 0.0299
H: 0.8967 -2.6027 0.8446
H: 0.7969 -0.8986 4.6917
H: 0.2330 -3.2116 2.0786

Its HOMO energy is -13.929 eV. The total charge is +1.

***

# 6
DFT (wB97M-V/def2-TZVPD) results for a 12-piece molecular cluster, H25O12 overall.

CARTESIAN COORDINATES (ANGSTROEM)
O: 0.9054 -0.4389 -3.2265
H: 2.3018 -3.4943 1.4801
H: -1.2716 -1.3617 -0.8631
O: -3.6631 0.1798 -0.9013
H: -4.5440 -0.0923 -1.1484
H: -3.6040 1.1183 -1.1268
O: 0.2909 3.5955 0.9885
H: 1.6626 0.4911 -0.1606
O: -1.6123 2.8898 -2.4702
H: -0.5162 4.1063 1.1922
H: -1.5508 3.7984 -2.1521
O: 2.9677 1.4876 1.8743
H: 3.5843 1.3481 2.6050
H: 2.1621 1.9536 2.0716
O: 1.9744 1.4135 -0.5896
H: -1.9786 -0.2447 0.7945
H: 1.1957 1.9198 -0.1920
O: -1.2991 -3.4685 1.7474
H: -2.2694 -3.5081 1.6314
H: 1.2217 0.3622 -3.6432
O: 2.1477 -1.2349 -0.9103
H: -1.2698 -4.4549 1.8155
H: 1.5054 -1.0537 -1.6041
O: -0.3949 -1.4988 -0.4286
H: 0.1904 3.1317 1.8478
H: -0.3268 -2.4665 -0.3653
O: 1.8690 -2.7377 1.0759
H: 1.0908 -2.6468 1.6264
H: 2.5763 1.7641 0.1198
O: -2.1405 -0.3301 1.7337
H: -2.2180 2.8659 -3.2476
H: 0.0797 -0.7654 -3.6917
O: 0.4184 0.4391 1.1261
H: 2.8294 -1.7628 -1.3365
H: 0.3306 -0.4577 0.6212
H: -2.2877 -1.2568 1.9853
H: -0.3576 0.4101 1.7211

Its HOMO energy is -13.339 eV. The total charge is +1.

***

# 7
DFT (wB97M-V/def2-TZVPD) results for a 13-piece molecular cluster, H26O13 overall.

CARTESIAN COORDINATES (ANGSTROEM)
O: 6.9600 -18.8100 -28.4800
H: 6.0490 -18.9120 -28.6930
H: 7.3820 -19.1350 -29.2650
O: 5.4230 -20.2300 -24.1300
H: 4.5250 -19.9310 -24.3090
H: 5.8990 -19.4700 -24.3740
O: 7.1650 -18.1180 -25.4500
H: 6.8000 -17.5660 -26.1570
H: 7.8850 -18.6250 -25.8350
O: 7.8600 -15.9900 -24.0870
H: 7.6400 -16.8550 -24.4670
H: 8.7020 -16.1270 -23.6660
O: 9.0340 -17.3050 -27.6410
H: 9.2660 -18.1010 -27.1670
H: 8.2090 -17.5020 -28.1010
O: 9.2150 -21.7990 -24.5600
H: 9.2770 -21.0680 -25.1660
H: 10.0790 -22.0570 -24.2920
O: 9.3290 -19.5520 -26.2810
H: 10.2020 -19.3790 -25.9140
H: 9.5010 -20.2240 -26.9310
O: 3.9160 -18.1280 -26.2360
H: 3.9460 -17.8450 -25.3130
H: 3.2010 -17.6260 -26.6050
O: 5.8620 -16.2730 -27.0600
H: 5.1300 -16.6570 -26.5810
H: 5.8460 -15.4100 -26.7470
O: 6.4450 -21.1440 -26.6170
H: 6.4930 -20.3480 -27.1170
H: 5.9310 -20.9420 -25.8590
O: 8.8180 -14.7550 -26.2670
H: 9.2240 -15.4780 -26.6850
H: 8.4110 -15.2610 -25.5610
O: 6.4820 -15.9210 -29.6060
H: 6.2800 -16.0530 -28.6240
H: 6.1960 -15.0750 -29.9290
O: 6.5440 -17.4620 -22.3170
H: 6.7940 -16.8510 -22.9780
H: 7.1390 -18.2090 -22.5070

Its HOMO energy is -10.283 eV. The total charge is 0.

***

| no. | E (eV) | strongest force on any atom (Eh/bohr) |
| --- | --- | --- |
| 1 | -24953.169 | 0.211 |
| 2 | -24960.404 | 0.016 |
| 3 | -24960.112 | 0.050 |
| 4 | -24969.385 | 0.120 |
| 5 | -24969.609 | 0.036 |
| 6 | -24968.646 | 0.055 |
| 7 | -27039.615 | 0.061 |